This record from the Open Molecules 2025 dataset describes C61H78BBrIN2O3 as an isolated structure in a non-equilibrium geometry. The level of theory is wB97M-V/def2-TZVPD.

Each line ends with the Mulliken charge.
Geometry (Å):
C 2.056842 -4.135382 -0.484308  -0.907
C 2.395464 -4.075396 -2.014292  -0.886
C 2.124677 -2.649336 -2.672012  -0.342
C 0.619665 -2.165271 -2.557956  -1.607
C -0.147572 -1.573558 -3.811919  2.392
C -0.036102 -2.843942 -4.765901  -2.305
C -1.723635 -1.420472 -3.438454  -0.705
Br -2.399491 -2.819994 -2.135505  0.008
C -2.720778 -1.758266 -4.664478  -0.593
C -3.312997 -3.215739 -4.668768  -0.508
O -2.799126 -4.197086 -5.144293  -0.460
C -2.136963 -0.084465 -2.683598  2.391
C -1.378694 0.171529 -1.298063  -2.100
C -3.685592 0.056733 -2.325521  -0.475
C -4.067562 0.177809 -0.826096  0.033
C -4.296610 1.545892 -0.325018  -0.869
C -4.699629 1.855573 1.032117  -0.932
C -4.856141 0.748669 1.972123  -0.630
C -4.643148 -0.634491 1.516811  0.715
C -4.854160 -1.745894 2.596638  -1.046
C -4.263839 -0.892515 0.133581  0.044
C -1.640428 1.141083 -3.572130  -2.018
C -0.651524 0.749596 -4.712496  0.496
B -0.245638 2.122235 -5.451269  0.134
O -0.688934 2.436276 -6.776239  -0.436
O 0.511623 3.159977 -4.854368  0.204
C 1.573853 3.597340 -5.745098  -0.942
N 0.408627 -0.280615 -4.410393  -0.551
I 0.975304 -0.571724 -6.487881  0.406
C 1.777266 0.176923 -4.038349  -0.878
C 2.205709 0.652548 -2.624060  -0.682
C 2.161417 2.214344 -2.336976  -0.824
N 0.893014 2.687837 -1.747129  -0.119
H 2.352138 -5.164343 -0.132838  0.377
H 0.968833 -3.944622 -0.325892  0.300
H 2.732194 -3.425797 0.061270  0.124
H 1.817179 -4.822424 -2.636306  0.346
H 3.477908 -4.297225 -2.239925  0.359
H 2.565133 -2.700534 -3.695332  0.464
H 2.775733 -1.939723 -2.078758  -0.181
H 0.554764 -1.576411 -1.615299  0.365
H 0.180574 -3.163412 -2.275950  1.001
H 1.008563 -3.152364 -5.007635  0.560
H -0.464249 -3.711344 -4.184946  0.390
H -0.609659 -2.848343 -5.712186  0.546
H -3.613975 -1.071959 -4.687668  0.605
H -2.251924 -1.602128 -5.670474  0.461
H -4.355438 -3.338489 -4.236044  0.377
H -1.493406 -0.654907 -0.562564  0.372
H -0.302823 0.317421 -1.611232  0.282
H -1.624450 1.184755 -0.876308  0.335
H -4.097262 0.984997 -2.820167  0.457
H -4.332457 -0.771226 -2.738432  0.251
H -4.190856 2.397488 -1.041633  0.271
H -4.869166 2.920004 1.322008  0.424
H -5.159769 1.008267 3.011205  0.326
H -3.923575 -1.997873 3.159486  0.184
H -5.582587 -1.312793 3.341176  0.251
H -5.367108 -2.636074 2.150078  0.395
H -4.145816 -1.949564 -0.181452  0.274
H -1.248265 1.972626 -2.919773  -0.003
H -2.539613 1.597868 -4.088520  0.557
H -1.289779 0.282744 -5.519752  0.290
H -1.496097 2.981518 -6.674077  0.325
H 1.281837 4.620723 -6.110025  0.323
H 1.791067 2.885399 -6.577949  0.340
H 2.548756 3.744528 -5.195138  0.281
H 2.224880 0.943981 -4.738120  0.661
H 2.468233 -0.669557 -4.329723  0.847
H 3.314475 0.424946 -2.555942  0.479
H 1.785926 0.148865 -1.724131  0.287
H 2.957505 2.379517 -1.548116  0.618
H 2.514854 2.824806 -3.211982  -0.134
H 0.654390 3.610414 -2.114991  -0.090
H 0.983933 2.818933 -0.734694  0.287
C 0.290831 -2.193626 5.927110  -0.424
C -0.126790 -1.163883 5.092981  -0.487
C -1.480176 -0.872867 4.971583  -0.469
C -2.415720 -1.606149 5.692403  -0.199
C -1.997582 -2.633655 6.529513  -0.424
C -0.644944 -2.930276 6.643724  -0.444
H 1.346158 -2.422513 6.019179  0.378
H 0.603535 -0.587723 4.536219  0.413
H -1.806603 -0.073351 4.315495  0.476
H -3.471455 -1.375850 5.601549  0.412
H -2.727220 -3.204182 7.092968  0.391
H -0.319468 -3.734885 7.292364  0.367
C -6.338268 -3.148198 8.363591  -0.453
C -6.057430 -2.573042 7.130510  -0.348
C -6.372059 -1.239863 6.896949  -0.031
C -6.959159 -0.478753 7.900328  -0.611
C -7.236652 -1.053007 9.134598  -0.325
C -6.930305 -2.388558 9.365206  -0.447
H -6.095805 -4.188922 8.544437  0.374
H -5.592964 -3.165277 6.349442  0.464
H -6.158791 -0.792913 5.932232  0.309
H -7.200310 0.562339 7.719969  0.368
H -7.693118 -0.458953 9.917733  0.364
H -7.151858 -2.837355 10.326162  0.361
C -1.064678 5.514863 1.484943  -0.441
C -1.593432 4.329189 1.981148  -0.135
C -2.196190 4.306706 3.233769  -0.478
C -2.278274 5.472440 3.985529  -0.446
C -1.752680 6.658633 3.487356  -0.426
C -1.142257 6.679379 2.239326  -0.503
H -0.591489 5.532044 0.509204  0.449
H -1.535394 3.420582 1.391178  0.431
H -2.602746 3.380373 3.623506  0.413
H -2.752182 5.456293 4.959904  0.375
H -1.818325 7.567981 4.073248  0.360
H -0.727859 7.603420 1.853777  0.393
C -0.024801 6.222057 -3.518835  0.315
C 1.223073 6.833837 -3.492414  -0.361
C 1.318816 8.212350 -3.347623  -0.527
C 0.166498 8.978431 -3.219510  -0.464
C -1.081127 8.366606 -3.242169  -0.459
C -1.177508 6.989273 -3.395988  -0.701
H -0.098924 5.146614 -3.635384  0.296
H 2.122844 6.235104 -3.585618  0.350
H 2.291319 8.689948 -3.333624  0.375
H 0.241191 10.052879 -3.101806  0.401
H -1.979261 8.964515 -3.140560  0.393
H -2.151029 6.513148 -3.418960  0.376
C 5.317619 0.018984 1.920908  -0.554
C 5.104706 -1.055547 1.065761  -0.038
C 5.665863 -2.294514 1.351347  -0.484
C 6.432755 -2.461571 2.498589  -0.404
C 6.642260 -1.387873 3.355365  -0.538
C 6.088578 -0.146629 3.064701  -0.406
H 4.882581 0.986217 1.696131  0.376
H 4.500324 -0.926888 0.173619  0.374
H 5.505082 -3.130922 0.680256  0.487
H 6.866608 -3.428836 2.724120  0.437
H 7.238716 -1.518391 4.250741  0.380
H 6.257008 0.691400 3.730535  0.380
C 9.373784 -6.275080 1.074559  -0.426
C 9.284725 -4.915455 0.801762  -0.402
C 8.312773 -4.443897 -0.071881  -0.480
C 7.423135 -5.331578 -0.665562  -0.262
C 7.509884 -6.690836 -0.389898  -0.483
C 8.487666 -7.163317 0.476715  -0.328
H 10.134099 -6.643054 1.753381  0.374
H 9.974241 -4.222544 1.270089  0.390
H 8.247550 -3.384055 -0.289567  0.443
H 6.661368 -4.963073 -1.343829  0.450
H 6.815020 -7.382901 -0.851811  0.358
H 8.558715 -8.223752 0.687379  0.366

Force components x, y, z for each atom (eV/Å):
C 0.96 -0.68 -0.88
C -0.27 0.58 -1.01
C 1.13 0.22 0.76
C 1.25 -0.85 1.18
C -0.62 -3.25 1.06
C -0.27 -0.79 0.13
C -1.64 0.20 0.00
Br 0.96 0.05 0.09
C 0.00 0.49 -0.68
C -0.73 -0.37 -0.04
O 0.17 0.92 -0.01
C 0.47 1.33 1.05
C 1.45 0.02 -1.35
C -1.20 -0.35 -0.29
C -0.72 1.59 2.28
C -0.26 -1.02 0.60
C 0.53 -2.28 -0.66
C 0.55 0.09 -2.30
C 0.10 1.75 -0.05
C -0.81 0.80 -0.40
C -0.27 1.18 0.45
C -0.70 0.33 0.13
C -2.33 0.82 -0.29
B 1.05 2.18 -0.78
O -0.78 -0.82 1.83
O 0.25 -2.42 -0.54
C 0.55 1.58 -0.12
N 0.17 0.34 -2.16
I -0.07 -0.49 -1.03
C 3.29 -0.08 1.26
C 0.72 1.16 0.77
C 1.03 -0.25 1.05
N 0.02 0.46 -0.36
H -0.64 1.00 -0.13
H 0.94 -0.12 0.21
H -0.90 -0.37 -0.34
H 0.40 0.55 0.90
H -0.99 0.14 0.56
H -0.56 0.18 0.59
H -0.58 -0.54 -0.78
H -0.22 -0.17 -0.95
H -0.39 1.42 -0.65
H -0.71 0.58 0.33
H 0.34 1.01 -0.57
H 0.30 0.37 0.63
H 0.95 -0.55 0.42
H -0.11 -0.20 0.89
H 0.81 0.51 -0.28
H 0.04 0.77 -0.48
H -0.94 -0.38 0.74
H -0.22 -1.23 -0.38
H 0.56 -0.87 0.50
H 0.91 0.66 0.27
H -0.06 -0.83 0.63
H 0.15 -1.14 -0.19
H 0.27 -0.58 -0.87
H -0.65 0.01 -0.69
H 0.75 -0.54 -0.64
H 0.77 0.58 0.43
H -0.10 0.88 0.29
H -0.11 -1.05 -0.57
H 0.93 -0.55 0.24
H 0.59 0.21 1.13
H 0.59 -0.10 -0.50
H 0.39 -1.14 -0.06
H -0.48 0.64 0.55
H -1.17 -0.34 -0.14
H -1.45 -0.37 0.62
H -1.02 0.55 0.82
H -1.15 0.00 -0.37
H -0.02 0.16 -0.95
H -0.54 -0.29 -0.93
H -0.70 -0.69 0.68
H 0.06 -0.35 0.03
H 0.05 -0.19 -0.53
C -0.03 -0.01 0.00
C -0.01 -0.01 -0.02
C -0.01 -0.04 0.02
C 0.04 0.00 -0.03
C -0.01 -0.02 -0.02
C 0.00 0.04 -0.03
H -0.05 0.01 0.00
H -0.03 -0.03 0.03
H 0.01 -0.01 0.03
H 0.03 0.00 0.06
H 0.02 0.05 -0.02
H -0.01 0.04 -0.02
C 0.00 0.02 0.01
C 0.01 0.02 -0.02
C 0.01 -0.02 0.06
C 0.01 -0.01 -0.02
C 0.00 -0.01 -0.01
C 0.02 0.02 -0.04
H -0.02 0.05 -0.01
H -0.04 0.01 0.02
H -0.01 -0.01 0.03
H 0.00 -0.05 0.01
H 0.02 -0.03 -0.04
H 0.01 0.02 -0.04
C -0.02 -0.03 0.03
C 0.02 0.02 0.01
C -0.01 0.01 -0.04
C 0.01 -0.01 -0.04
C 0.01 -0.02 -0.02
C -0.02 -0.01 0.00
H -0.02 0.03 0.03
H -0.03 0.01 0.04
H 0.01 0.03 -0.02
H 0.03 0.00 -0.04
H 0.01 -0.05 -0.03
H -0.02 -0.04 0.01
C -0.01 0.03 0.06
C -0.03 -0.01 -0.01
C 0.00 0.00 0.01
C 0.01 -0.06 -0.01
C 0.00 0.00 -0.01
C 0.04 0.01 0.01
H -0.02 0.05 -0.05
H -0.02 0.04 0.00
H -0.04 -0.02 0.01
H 0.00 -0.05 -0.01
H 0.05 -0.03 -0.01
H 0.03 0.03 0.02
C -0.01 -0.01 -0.01
C 0.04 -0.03 0.05
C -0.04 0.04 0.00
C -0.01 0.00 -0.01
C -0.02 0.01 -0.04
C -0.02 -0.02 -0.02
H 0.03 -0.03 0.02
H 0.02 0.00 0.01
H 0.03 0.00 0.05
H -0.01 0.04 -0.04
H -0.03 0.01 -0.05
H -0.01 -0.04 -0.03
C -0.04 0.01 -0.02
C 0.00 -0.01 0.00
C -0.03 -0.01 -0.02
C 0.04 0.00 0.06
C -0.02 0.01 0.00
C 0.00 0.04 0.01
H -0.03 0.02 -0.03
H -0.03 -0.03 -0.03
H 0.00 -0.04 0.03
H 0.04 -0.02 0.01
H 0.04 0.02 0.02
H -0.01 0.05 -0.01

Results
total charge	+1
E_HOMO	-10.57	eV
relative energy (zero: lowest compared OMol25 entry of this formula, charge and spin)	0.000	eV
M	1104.9	g mol⁻¹
lowest unoccupied orbital energy	-0.1910	hartree